The following is a quantum chemistry calculation of a gas-phase ion, CH2N4P (charge -1) at a distorted geometry, from OMol25.

Each line ends with the Mulliken charge.
Positions of all 8 atoms, in Å:
C: -1.2820 -1.3210 0.0379  0.32
N: 3.3885 0.7322 -0.1820  -0.59
N: -1.8469 -2.3046 0.3217  -0.47
N: 1.2465 0.4220 0.6370  -0.65
N: 2.2935 0.6176 0.1163  0.50
P: -0.6594 0.2905 -0.4529  -0.11
H: -1.1202 0.8792 0.6091  -0.01
H: -2.0200 0.6841 -1.0870  0.01

Summary:
* orbital gap: 7.68 eV
* SMILES string: N#C[PH2]=NN=[N-]
* total charge: -1
* energy above the lowest of the compared OMol25 structures with the same formula, charge and spin: 152.7 kJ/mol
* HOMO level: -3.2084 eV


The following is a quantum chemistry calculation of a molecular structure, C40H36N4O6PRuS4 at a distorted geometry, from OMol25.

Each line ends with the Mulliken charge.
Positions of all 92 atoms, in Å:
Ru: 0.4246 -0.5720 0.2480  0.61
O: 2.6033 -0.4237 -0.9649  -0.15
C: 3.2999 0.7867 -1.0473  -1.57
C: 2.4630 1.9615 -0.6291  0.84
C: 3.0626 3.2157 -0.5581  -0.86
C: 2.3130 4.3038 -0.1770  -0.70
C: 0.9654 4.1073 0.0898  -0.90
C: 0.4498 2.8344 -0.0182  -0.41
N: 1.1807 1.7527 -0.3357  1.22
H: 2.1192 -0.5333 -1.8124  0.34
H: 3.6544 0.9601 -2.0691  0.51
H: 4.1731 0.7239 -0.3944  0.39
H: 4.1115 3.3136 -0.8096  0.52
H: 2.7618 5.2848 -0.0900  0.43
H: 0.3151 4.9271 0.3621  0.50
H: -0.6008 2.6755 0.1553  0.07
C: 0.5408 -1.5344 7.1287  -0.50
C: -0.3867 -1.9289 6.1733  -0.81
C: -0.2525 -1.5106 4.8587  -0.22
C: 0.8193 -0.6957 4.4908  0.54
C: 1.7280 -0.2739 5.4567  -0.46
C: 1.5878 -0.6987 6.7718  -0.86
P: 1.0961 -0.3715 2.7129  1.82
C: 2.4539 0.8576 2.7337  0.45
C: 3.7879 0.5143 2.5328  -0.46
C: 4.7775 1.4883 2.5907  -0.66
C: 4.4441 2.8093 2.8529  -0.66
C: 3.1128 3.1620 3.0353  -0.72
C: 2.1249 2.1920 2.9709  -0.18
C: 1.8757 -1.9136 2.2091  0.05
C: 2.5698 -2.8642 2.9551  -0.51
C: 3.0666 -3.9748 2.2966  -0.81
C: 2.8787 -4.1147 0.9189  -0.79
C: 2.1782 -3.1690 0.1858  -0.88
C: 1.6440 -2.0680 0.8500  0.18
H: 0.4504 -1.8836 8.1493  0.39
H: -1.2134 -2.5705 6.4496  0.43
H: -0.9655 -1.8304 4.1087  0.33
H: 2.5523 0.3729 5.1866  0.45
H: 2.3064 -0.3808 7.5164  0.42
H: 4.0495 -0.5180 2.3333  0.45
H: 5.8148 1.2082 2.4544  0.42
H: 5.2184 3.5623 2.9278  0.38
H: 2.8447 4.1936 3.2268  0.46
H: 1.0877 2.4721 3.1272  0.38
H: 2.7057 -2.7421 4.0240  0.50
H: 3.6046 -4.7361 2.8472  0.39
H: 3.2725 -4.9897 0.4155  0.40
H: 2.0458 -3.2965 -0.8803  0.47
O: -4.7855 2.3792 -4.6724  -0.59
C: -4.7940 1.0728 -4.1666  -0.35
N: -4.0031 0.9167 -2.9563  0.14
C: -4.2810 1.6966 -1.8882  0.47
O: -5.2311 2.4683 -1.8885  -0.76
C: -3.4037 1.5707 -0.6746  0.95
C: -3.7247 2.3150 0.4456  -0.75
C: -2.9527 2.1669 1.5870  -1.13
C: -1.8801 1.2980 1.5581  -0.74
N: -1.5470 0.5864 0.4785  2.53
C: -2.3166 0.7103 -0.6027  -1.10
H: -5.1669 2.9352 -3.9793  0.39
H: -4.3608 0.4282 -4.9271  0.16
H: -5.8135 0.7478 -3.9445  0.32
H: -3.1207 0.4384 -3.0257  0.05
H: -4.5709 2.9880 0.4025  0.52
H: -3.1778 2.7119 2.4930  0.49
H: -1.2573 1.1498 2.4311  0.23
H: -2.0324 0.0829 -1.4352  -0.68
C: -3.6066 -4.0180 -1.0631  -0.81
O: -2.4978 -3.6037 -0.2649  -0.13
C: -2.6074 -2.5258 0.5051  -0.06
S: -3.9908 -1.6577 0.6709  -0.23
S: -1.1151 -2.2516 1.4169  -0.05
H: -3.1833 -4.6480 -1.8416  0.26
H: -4.1220 -3.1577 -1.4869  0.32
H: -4.3099 -4.5864 -0.4549  0.29
O: 2.2724 0.0846 -5.3978  -0.68
S: 1.0863 0.5001 -4.7136  1.13
O: 0.8104 1.9011 -4.5919  -0.66
N: 1.0293 -0.1999 -3.2082  -0.69
C: -0.0245 -0.9439 -3.0519  0.47
S: -0.3951 -1.8323 -1.6403  -0.42
C: -0.9005 -1.0361 -4.2684  0.23
C: -2.0821 -1.7365 -4.4321  0.06
C: -2.6665 -1.7480 -5.6952  -0.84
C: -2.0713 -1.0839 -6.7638  -0.48
C: -0.9002 -0.3532 -6.5879  -0.68
C: -0.3486 -0.3388 -5.3245  -0.20
H: -2.5206 -2.2683 -3.5958  0.48
H: -3.5920 -2.2869 -5.8522  0.43
H: -2.5240 -1.1367 -7.7451  0.41
H: -0.4379 0.1795 -7.4080  0.46

Summary:
* orbital gap (spin up / spin down): 6.97 / 7.14 eV
* spin multiplicity: 2
* energy above the lowest of the compared OMol25 structures with the same formula, charge and spin: 132.8 kJ/mol
* HOMO level (spin up / spin down): -7.6576 / -7.6203 eV


The following is a quantum chemistry calculation of 9 unconnected molecules or ions with the total composition C30H69ClO13P2S8 at a distorted geometry, from OMol25.

Each line ends with the Mulliken charge.
Positions of all 123 atoms, in Å:
C: -0.5766 -0.5838 -5.1053  -0.60
C: -1.5157 0.2450 -6.1397  -0.04
O: -1.5219 1.6189 -5.6935  -0.46
C: -2.8480 2.1772 -5.6056  -0.45
C: -3.0721 2.5315 -4.0472  -0.28
O: -2.8861 1.2754 -3.3391  0.21
C: -2.9412 1.4218 -1.9457  0.32
C: -3.6298 0.3972 -1.2356  0.35
P: -4.4784 -1.0800 -2.0517  0.10
O: -5.0222 -0.7079 -3.6254  -0.39
Cl: -2.9068 -2.5098 -2.2889  -0.24
C: -3.6420 0.5384 0.3622  -0.11
O: -4.6163 0.2001 1.0456  -0.54
C: -2.2743 1.1038 0.9781  -0.39
C: -1.5671 2.1117 0.2663  0.46
P: 0.0843 2.8452 0.8303  0.06
C: 0.9169 1.4377 1.8388  -0.47
C: 1.1232 0.1958 0.8289  -0.84
C: 1.1372 2.8808 -0.7747  -0.34
C: 0.8272 4.1501 -1.7011  -0.80
C: -2.2802 2.5770 -1.0948  -0.07
O: -2.2959 3.7885 -1.3549  -0.54
H: -1.2468 -1.3456 -4.5653  0.07
H: -0.1479 0.0902 -4.2981  0.06
H: 0.2087 -1.2018 -5.6459  0.32
H: -2.5233 -0.2705 -6.1150  0.07
H: -1.0221 0.2414 -7.1723  0.37
H: -2.8366 3.1429 -6.2272  0.33
H: -3.6736 1.5337 -6.0341  0.11
H: -2.1718 3.1897 -3.7750  0.13
H: -4.0676 3.0425 -3.8510  0.36
H: -5.4096 0.1882 -3.6866  0.30
H: -1.8483 0.6840 1.9461  0.31
H: 0.3340 1.1759 2.7726  0.44
H: 1.9717 1.8275 2.0690  0.27
H: 0.9847 -0.7960 1.3909  0.29
H: 2.1665 0.2069 0.3526  0.30
H: 0.3875 0.1732 -0.0320  0.10
H: 2.2349 2.7262 -0.5403  0.54
H: 0.8043 1.9541 -1.3667  0.10
H: 1.8378 4.5498 -2.0582  0.31
H: 0.2093 4.9505 -1.1713  0.27
H: 0.2119 3.7874 -2.5974  0.06
C: 3.0073 5.5110 4.9568  -0.75
S: 2.3645 4.3002 3.7811  0.51
O: 3.3279 4.2272 2.6364  -0.60
C: 0.9582 5.2921 3.2412  -0.63
H: 3.9223 5.1149 5.3961  0.05
H: 3.2288 6.4488 4.4442  0.33
H: 2.2724 5.6787 5.7458  0.43
H: 1.3055 6.2433 2.8336  0.29
H: 0.2897 5.4671 4.0859  0.37
H: 0.4262 4.7371 2.4653  -0.03
C: -4.1837 -7.1446 -0.5361  -0.67
S: -2.8426 -5.9566 -0.7493  0.64
O: -1.5558 -6.7094 -0.6401  -0.69
C: -3.1001 -5.0966 0.8171  -0.96
H: -4.1878 -7.8186 -1.3919  0.04
H: -4.0300 -7.7214 0.3774  0.30
H: -5.1366 -6.6144 -0.4903  0.35
H: -3.0128 -5.7999 1.6469  0.36
H: -4.0874 -4.6323 0.8196  0.33
H: -2.3375 -4.3236 0.9160  0.30
C: -7.0370 -0.0977 -6.9145  -0.89
S: -6.3796 1.2220 -7.9558  0.46
O: -5.6451 2.1710 -7.0641  -0.56
C: -7.9757 1.9705 -8.3423  -0.99
H: -6.2000 -0.6788 -6.5252  0.23
H: -7.6002 0.3290 -6.0826  0.28
H: -7.6804 -0.7463 -7.5110  0.43
H: -8.4803 2.2689 -7.4219  0.31
H: -8.5890 1.2560 -8.8932  0.39
H: -7.8029 2.8509 -8.9617  0.33
C: 7.1006 4.4126 2.4708  -1.11
S: 6.3804 4.9416 4.0379  0.74
O: 6.9483 6.2873 4.3616  -0.64
C: 7.2433 3.7302 5.0605  -0.95
H: 6.7257 5.0654 1.6824  0.31
H: 8.1887 4.4866 2.5166  0.39
H: 6.8015 3.3846 2.2615  0.35
H: 8.3228 3.8464 4.9460  0.36
H: 6.9401 2.7242 4.7670  0.41
H: 6.9687 3.9010 6.1024  0.14
C: 7.0380 5.8416 9.0136  -0.88
S: 5.4596 5.0434 9.3737  0.39
O: 4.9137 4.5246 8.0807  -0.53
C: 4.5670 6.5620 9.7666  -0.95
H: 7.7491 5.0750 8.7040  0.35
H: 6.9147 6.5679 8.2079  0.16
H: 7.4099 6.3365 9.9122  0.47
H: 4.5964 7.2427 8.9141  0.28
H: 5.0182 7.0339 10.6406  0.38
H: 3.5310 6.3054 9.9892  0.33
C: 8.8812 10.5323 6.2885  -0.98
S: 8.7727 8.9750 7.1943  0.60
O: 9.6270 9.1051 8.4138  -0.66
C: 9.6931 7.9937 5.9907  -0.91
H: 8.3974 11.3094 6.8808  0.31
H: 9.9273 10.7977 6.1272  0.31
H: 8.3658 10.4337 5.3317  0.34
H: 10.6890 8.4169 5.8482  0.40
H: 9.1520 7.9770 5.0434  0.32
H: 9.7841 6.9762 6.3711  0.27
C: -5.5917 -11.9569 -3.4229  -0.87
S: -4.8215 -10.3307 -3.2869  0.58
O: -5.2935 -9.7166 -2.0074  -0.64
C: -5.7566 -9.5684 -4.6296  -0.94
H: -5.1821 -12.5989 -2.6440  0.06
H: -6.6718 -11.8706 -3.2902  0.40
H: -5.3659 -12.3871 -4.3991  0.43
H: -6.8260 -9.6309 -4.4215  0.30
H: -5.5255 -10.0752 -5.5676  0.34
H: -5.4630 -8.5209 -4.7033  0.33
C: -2.7851 -14.7832 -1.8287  -0.92
S: -2.6210 -13.8927 -3.3902  0.60
O: -3.7440 -14.3286 -4.2748  -0.61
C: -1.1342 -14.7544 -3.9413  -1.00
H: -3.6844 -14.4298 -1.3236  0.30
H: -2.8727 -15.8544 -2.0177  0.31
H: -1.9156 -14.5814 -1.2012  0.36
H: -1.3250 -15.8272 -3.9988  0.30
H: -0.3183 -14.5541 -3.2455  0.36
H: -0.8656 -14.3812 -4.9297  0.32

Summary:
* orbital gap: 7.13 eV
* HOMO level: -8.2772 eV


The following is a quantum chemistry calculation of a molecular structure, C24H48F7NO4Si2 at a distorted geometry, from OMol25.

Each line ends with the Mulliken charge.
Positions of all 86 atoms, in Å:
C: 0.1023 4.4443 -0.3009  -1.04
C: 1.2120 4.2006 -1.3118  -0.73
C: 0.7440 3.2114 -2.3849  0.17
C: 1.9133 2.6412 -3.1912  -1.05
C: 1.6378 1.2655 -3.8004  -1.17
C: 1.1490 0.2201 -2.7854  -0.47
C: 1.9966 0.2349 -1.5062  -0.53
C: 1.8711 -1.0943 -0.7199  1.17
C: 0.8824 -0.9291 0.4471  -0.56
Si: 0.8385 -2.3269 1.6984  0.00
C: -0.0837 -1.7191 3.2341  -0.63
C: 0.3226 -0.3462 3.7596  -0.14
F: 1.0697 -0.5135 4.9287  -0.35
C: -0.1729 -3.7758 1.0432  -1.08
C: 0.4334 -4.4499 -0.2064  0.06
C: 1.2187 -5.6939 0.0398  0.17
F: 1.1111 -6.6308 -0.9442  -0.32
C: 2.0812 -5.9697 1.0270  0.45
F: 3.1976 -6.6856 0.8090  -0.25
F: 1.9261 -5.6658 2.3147  -0.19
O: 2.3424 -2.9676 2.0652  -0.18
Si: 3.5754 -1.9628 2.5552  0.24
C: 5.1846 -2.7285 1.9494  -1.01
C: 5.0653 -3.1887 0.5063  0.69
O: 5.6218 -4.4893 0.3558  -0.64
C: 5.7746 -2.2362 -0.4796  0.80
F: 5.1378 -2.2196 -1.6842  -0.26
F: 5.7542 -0.9517 -0.0330  -0.27
F: 7.0536 -2.5879 -0.6913  -0.29
H: -0.1786 3.4801 0.1190  0.19
H: 0.4239 5.0739 0.5241  0.44
H: -0.7585 4.9051 -0.7726  0.20
H: 2.1026 3.8104 -0.8281  0.38
H: 1.4490 5.1320 -1.8226  0.37
H: 0.0599 3.7115 -3.0682  0.69
H: 0.1964 2.4169 -1.8817  -0.33
H: 2.8319 2.6490 -2.6132  0.36
H: 2.0915 3.3174 -4.0276  0.53
H: 0.9127 1.3534 -4.6063  0.40
H: 2.5781 0.8972 -4.2088  0.37
H: 0.1171 0.4429 -2.5254  0.08
H: 1.2311 -0.7578 -3.2495  0.47
H: 1.6773 1.0719 -0.8916  0.01
H: 3.0340 0.4075 -1.7873  0.35
H: 2.8747 -1.3440 -0.3882  -1.16
H: 1.5387 -1.8302 -1.4434  0.17
H: 1.0516 0.0495 0.8855  0.59
H: -0.1190 -0.8919 0.0108  0.22
H: -0.0847 -2.4696 4.0183  0.41
H: -1.1171 -1.6363 2.8895  0.39
H: 0.9663 0.2111 3.0871  0.09
H: -0.5529 0.2305 4.0384  0.33
H: -1.1771 -3.4242 0.8215  0.62
H: -0.2581 -4.4869 1.8598  0.51
H: 1.0605 -3.7805 -0.7917  -0.25
H: -0.3866 -4.7390 -0.8600  0.37
H: 3.3655 -0.6176 1.9716  -0.15
H: 3.6544 -1.8176 4.0200  -0.20
H: 6.0078 -2.0394 2.0946  0.47
H: 5.3345 -3.6225 2.5482  0.34
H: 4.0349 -3.2526 0.1588  -0.18
H: 5.1449 -4.9098 -0.3600  0.38
C: -6.5259 1.2071 2.0350  -0.67
O: -6.8416 1.4403 0.6774  -0.33
C: -7.0308 2.8055 0.3308  -0.80
C: -5.8662 3.3634 -0.4623  -0.10
N: -4.6681 3.5065 0.3542  -0.26
C: -3.4267 3.7329 -0.3865  -1.07
C: -3.0065 2.7241 -1.4561  0.01
O: -2.5807 1.4673 -0.9566  -0.32
C: -3.6097 0.5819 -0.5591  -0.56
H: -6.6888 0.1483 2.2306  0.23
H: -5.4783 1.4348 2.2620  0.26
H: -7.1697 1.7882 2.7006  0.33
H: -7.2359 3.4141 1.2166  0.40
H: -7.9176 2.8438 -0.3072  0.40
H: -6.1467 4.3455 -0.8553  0.35
H: -5.7092 2.6917 -1.3158  0.14
H: -4.5543 2.6780 0.9203  0.13
H: -2.6252 3.7765 0.3527  0.45
H: -3.4838 4.7244 -0.8489  0.37
H: -2.1312 3.1358 -1.9627  -0.14
H: -3.7714 2.5923 -2.2308  0.37
H: -4.4824 0.6490 -1.2128  0.34
H: -3.9054 0.7542 0.4790  0.12
H: -3.2112 -0.4315 -0.6204  0.28

Summary:
* orbital gap: 9.24 eV
* HOMO level: -8.8877 eV


The following is a quantum chemistry calculation of F3HN2O2S in the gas phase at a distorted geometry, from OMol25.

Each line ends with the Mulliken charge.
Positions of all 9 atoms, in Å:
N: -1.3022 -0.2506 -0.4174  -0.13
N: 1.3661 -0.3769 -0.5004  0.21
O: 0.2098 1.8230 -0.0426  -0.51
O: -0.0562 -0.0266 1.6041  -0.53
F: -2.0134 0.4206 -1.3632  -0.15
F: 1.1366 -1.7330 -0.0949  -0.18
F: 2.5378 -0.0837 0.1442  -0.14
S: 0.0503 0.4613 0.2858  1.11
H: -1.9288 -0.2342 0.3844  0.31

Summary:
* orbital gap: 12.31 eV
* SMILES string: O=S(=O)(NF)N(F)F
* energy above the lowest of the compared OMol25 structures with the same formula, charge and spin: 60.0 kJ/mol
* HOMO level: -11.8550 eV